[1]
{
  "formula": "C21H22CaClN3O4S2",
  "method": "ωB97M-V with the def2-TZVPD basis set",
  "species": ["Ca", "N", "C", "C", "C", "O", "O", "H", "H", "H", "H", "H", "H", "C", "C", "C", "C", "C", "C", "C", "S", "O", "O", "N", "C", "C", "C", "C", "C", "N", "H", "H", "H", "H", "H", "H", "H", "H", "H", "H", "H", "Cl", "S", "C", "C", "C", "C", "C", "C", "H", "H", "H", "H", "H"],
  "coordinates": [[0.980, -1.012, 0.957], [1.621, 1.536, 1.352], [1.385, 2.100, 2.686], [-0.037, 1.779, 3.164], [-0.237, 0.311, 2.837], [0.588, -0.510, 3.321], [-1.015, -0.001, 1.892], [2.606, 1.593, 1.122], [1.078, 2.024, 0.638], [1.536, 3.187, 2.718], [2.091, 1.631, 3.371], [-0.773, 2.387, 2.637], [-0.102, 1.963, 4.239], [-6.689, 0.568, -1.088], [-5.334, 1.228, -1.077], [-5.049, 2.280, -1.943], [-3.806, 2.897, -1.927], [-2.837, 2.469, -1.032], [-3.098, 1.420, -0.161], [-4.343, 0.808, -0.194], [-1.234, 3.259, -0.990], [-1.174, 4.056, -2.208], [-1.176, 4.009, 0.249], [-0.207, 2.081, -0.882], [-0.043, 1.124, -1.839], [-0.552, 1.204, -3.157], [-0.277, 0.199, -4.055], [0.502, -0.883, -3.666], [0.931, -0.913, -2.354], [0.660, 0.030, -1.447], [-7.108, 0.540, -2.095], [-7.396, 1.107, -0.452], [-6.628, -0.456, -0.717], [-5.803, 2.611, -2.651], [-3.568, 3.700, -2.612], [-2.334, 1.055, 0.522], [-4.530, -0.027, 0.473], [-1.117, 2.076, -3.448], [-0.665, 0.267, -5.067], [0.748, -1.694, -4.336], [1.511, -1.756, -1.996], [0.233, -3.368, -0.113], [3.839, -1.111, 0.963], [4.509, -2.687, 1.334], [5.760, -2.807, 1.958], [6.312, -4.048, 2.245], [5.636, -5.216, 1.916], [4.397, -5.115, 1.292], [3.840, -3.879, 1.002], [6.292, -1.900, 2.221], [7.281, -4.099, 2.732], [6.066, -6.186, 2.139], [3.851, -6.012, 1.021], [2.879, -3.820, 0.504]],
  "mulliken_charge": [1.021, -0.169, -0.724, -0.370, 0.501, -0.754, -0.773, 0.246, 0.177, 0.330, 0.350, 0.207, 0.355, -1.470, 1.108, -0.596, -0.497, -0.288, -0.035, -1.009, 1.294, -0.773, -0.777, -0.369, 0.222, -0.625, -0.358, -0.843, -0.092, 0.169, 0.356, 0.279, 0.352, 0.322, 0.456, 0.460, 0.381, 0.376, 0.367, 0.368, 0.308, -0.788, -0.559, 0.270, -0.464, -0.369, -0.385, -0.565, -0.238, 0.321, 0.289, 0.333, 0.336, 0.331],
  "charge": -2,
  "total_energy_ha": -3213.1514,
  "homo_energy_ev": -1.835,
  "max_force_ev_per_a": 0.59
}

[2]
{
  "formula": "C21H22Cl2N8O11P2RuS",
  "method": "ωB97M-V with the def2-TZVPD basis set",
  "species": ["Ru", "Cl", "C", "C", "C", "Cl", "C", "C", "C", "C", "N", "C", "C", "O", "H", "H", "H", "H", "N", "C", "C", "P", "O", "O", "O", "P", "O", "O", "O", "H", "H", "H", "H", "H", "H", "H", "H", "C", "C", "C", "C", "N", "C", "S", "N", "C", "H", "H", "H", "H", "H", "H", "H", "H", "N", "C", "O", "C", "C", "N", "C", "N", "H", "H", "O", "N", "O", "O"],
  "coordinates": [[0.679, -0.718, 0.133], [4.866, -0.287, 2.850], [4.332, -1.615, 1.878], [5.118, -2.774, 1.799], [4.743, -3.823, 1.009], [5.764, -5.232, 0.905], [3.543, -3.773, 0.263], [3.098, -4.753, -0.653], [1.957, -4.533, -1.365], [1.198, -3.370, -1.142], [1.554, -2.478, -0.248], [2.747, -2.626, 0.408], [3.143, -1.497, 1.178], [2.396, -0.434, 1.161], [6.040, -2.820, 2.361], [3.683, -5.651, -0.797], [1.608, -5.239, -2.105], [0.297, -3.180, -1.707], [1.162, 2.583, -2.129], [0.455, 1.644, -3.077], [0.385, 2.234, -4.477], [1.461, 0.106, -3.033], [2.876, 0.786, -3.487], [1.062, -0.953, -3.972], [1.654, -0.171, -1.556], [-1.235, 1.383, -2.371], [-1.872, 2.856, -2.472], [-2.000, 0.448, -3.206], [-0.932, 1.124, -0.899], [2.131, 2.713, -2.421], [1.163, 2.222, -1.124], [0.691, 3.493, -2.092], [1.382, 2.457, -4.863], [-0.222, 3.142, -4.482], [-0.088, 1.504, -5.132], [3.355, 0.191, -4.073], [-1.581, 3.466, -1.762], [-3.713, 2.153, 1.253], [-3.823, 0.670, 1.138], [-4.808, -0.105, 1.702], [-4.736, -1.487, 1.502], [-3.740, -2.070, 0.847], [-2.778, -1.292, 0.346], [-1.411, -1.988, -0.424], [-2.878, 0.051, 0.427], [-5.771, -2.401, 2.083], [-4.348, 2.528, 2.051], [-4.001, 2.622, 0.310], [-2.677, 2.425, 1.463], [-5.596, 0.341, 2.291], [-2.048, 0.588, 0.019], [-6.713, -1.885, 2.258], [-5.406, -2.784, 3.038], [-5.926, -3.251, 1.421], [1.704, 2.165, 2.562], [1.080, 2.587, 1.431], [1.422, 2.088, 0.337], [0.104, 3.637, 1.535], [-0.344, 4.141, 2.775], [-0.695, 4.547, 3.799], [-0.383, 4.183, 0.348], [-0.765, 4.609, -0.664], [2.214, 1.298, 2.449], [1.251, 2.332, 3.447], [-0.780, 0.578, 2.280], [-0.470, -0.505, 2.768], [-0.741, -0.851, 3.899], [0.161, -1.350, 2.010]],
  "mulliken_charge": [1.208, -0.243, 0.291, -0.636, 0.656, -0.285, -0.195, -0.704, -1.416, 0.133, 0.544, 0.387, -0.169, 0.021, 0.452, 0.406, 0.431, 0.645, -0.031, 1.025, -1.824, 0.074, -0.620, -0.847, -0.318, 0.168, -0.684, -0.870, -0.269, 0.461, -0.250, 0.564, 0.448, 0.442, 0.404, 0.333, 0.492, -0.984, 1.371, -1.138, 0.870, -0.596, 0.514, -0.577, 0.551, -1.315, 0.403, 0.297, 0.016, 0.384, -0.426, 0.369, 0.277, 0.373, -0.301, 0.692, -0.662, -0.063, -0.245, -0.663, 0.760, -0.986, 0.183, 0.267, -0.270, 0.785, -0.759, -0.352],
  "charge": -1,
  "total_energy_ha": -4175.6554,
  "multiplicity": 2,
  "homo_energy_ev": [-5.589, -5.599],
  "max_force_ev_per_a": 1.03
}

[3]
{
  "formula": "C21H22Cl3MoN5O4Se2Te2",
  "method": "ωB97M-V with the def2-TZVPD basis set",
  "species": ["Mo", "O", "C", "C", "C", "C", "C", "C", "C", "O", "N", "N", "C", "C", "C", "C", "C", "C", "C", "O", "H", "H", "H", "H", "H", "H", "H", "H", "H", "H", "Se", "Te", "Te", "Se", "C", "N", "C", "C", "O", "N", "C", "C", "H", "H", "H", "H", "H", "H", "H", "H", "H", "H", "H", "H", "Cl", "C", "Cl", "Cl", "C", "N"],
  "coordinates": [[-0.275, 0.220, 0.175], [0.059, -0.247, 4.671], [1.242, -0.882, 4.692], [1.713, -1.253, 5.956], [2.912, -1.914, 6.093], [3.684, -2.224, 4.971], [3.233, -1.851, 3.725], [2.015, -1.178, 3.559], [1.592, -0.802, 2.198], [0.399, -0.282, 2.034], [2.401, -0.960, 1.201], [1.818, -0.447, 0.032], [2.617, -0.413, -0.968], [2.364, 0.238, -2.237], [3.399, 0.366, -3.170], [3.212, 1.076, -4.338], [1.967, 1.656, -4.594], [0.922, 1.524, -3.699], [1.121, 0.817, -2.511], [0.133, 0.688, -1.648], [-0.220, -0.076, 3.754], [1.104, -1.002, 6.814], [3.254, -2.196, 7.081], [4.625, -2.747, 5.079], [3.814, -2.066, 2.839], [3.605, -0.838, -0.800], [4.360, -0.091, -2.954], [4.021, 1.179, -5.048], [1.812, 2.213, -5.510], [-0.058, 1.941, -3.889], [-2.021, 0.942, 1.940], [-4.313, 1.699, 1.249], [-4.607, -0.353, -0.451], [-2.513, 0.222, -1.632], [0.126, 5.593, 0.110], [-0.005, 4.228, -0.392], [-1.392, 3.777, -0.471], [0.931, 3.301, -0.035], [0.631, 2.200, 0.466], [2.232, 3.619, -0.244], [2.663, 4.566, -1.258], [3.278, 2.756, 0.275], [-0.448, 5.703, 1.035], [-0.262, 6.300, -0.624], [1.163, 5.835, 0.321], [-1.939, 4.480, -1.100], [-1.864, 3.738, 0.513], [-1.457, 2.792, -0.924], [1.805, 5.004, -1.757], [3.264, 4.038, -2.002], [3.274, 5.359, -0.822], [2.873, 2.096, 1.035], [4.066, 3.368, 0.716], [3.711, 2.152, -0.527], [-0.081, -5.206, 0.163], [-1.512, -4.195, -0.055], [-2.596, -4.364, 1.312], [-2.335, -4.594, -1.560], [-1.081, -2.787, -0.108], [-0.824, -1.677, -0.027]],
  "mulliken_charge": [0.145, -0.636, 0.465, -0.731, -0.330, -0.770, -0.476, 0.131, 1.259, -0.299, -1.176, 0.836, -0.479, 0.508, -0.563, -0.801, -0.462, -0.706, 0.340, -0.082, 0.158, 0.445, 0.378, 0.411, 0.439, 0.318, 0.404, 0.408, 0.430, 0.460, -0.249, -0.110, -0.145, -0.164, -1.168, 0.129, -0.754, 0.666, -0.435, 0.271, -1.162, -1.065, 0.358, 0.323, 0.400, 0.328, 0.251, 0.150, 0.402, 0.354, 0.300, 0.249, 0.428, 0.264, -0.102, 0.723, -0.067, -0.086, 0.047, -0.159],
  "total_energy_ha": -8175.9308,
  "multiplicity": 3,
  "homo_energy_ev": [-6.801, -6.794],
  "max_force_ev_per_a": 1.71
}